## i
This record from the Open Molecules 2025 dataset describes a cluster of 19 separate species, C49H142N32O25 in total. The level of theory is the ωB97M-V functional and the def2-TZVPD basis.

Results
* LUMO: 0.0110 hartree
* total charge: 0

Last column: Löwdin charge in e.
Element x y z (Å)
N 3.6297 0.2387 3.4986  -0.073
H 0.7300 -0.3389 -6.4031  0.072
O 2.3139 -1.8079 -0.3105  -0.107
O 5.6250 1.3689 -1.5699  -0.052
O -0.4051 -2.0825 6.6237  -0.220
N -1.1908 -0.1713 4.2723  0.186
H 3.8447 -1.6524 4.2046  0.130
C 3.1314 3.6508 4.8978  -0.133
H -2.2147 -7.5159 -6.4835  0.073
C -1.7769 0.7625 3.4585  -0.652
H -0.6079 -5.8996 -0.1211  0.067
O 2.3839 0.1304 -4.5784  -0.008
H -1.3293 2.6852 8.9220  0.085
H 2.7660 -8.7598 -0.1302  0.111
H 0.4101 -0.3478 1.7924  0.057
H -1.5589 -0.1854 5.2467  0.075
O -5.5094 0.0192 -0.6499  0.010
C -2.0680 -1.2933 -3.3720  -0.195
H 2.7527 -9.2485 -3.0977  0.154
H -2.0707 -6.4969 -0.9289  0.103
H -4.8480 -3.3223 2.5363  0.124
C 4.7268 0.5416 -1.2539  -0.639
H 4.6230 -0.5732 -5.2037  0.101
H -3.3925 1.5984 8.0765  0.115
N 7.1288 1.5738 1.3261  0.167
H 0.4176 7.0776 -1.3527  0.072
H 0.7055 5.3595 -3.1832  0.107
H -1.5635 2.9288 10.7014  0.086
H 0.0305 2.9058 0.1355  0.054
N -2.5331 1.7754 4.0123  0.174
H -1.0201 -3.1555 8.2634  0.126
H 0.5649 2.4715 -9.0277  0.102
C 1.2156 -1.4047 0.2158  -0.604
C 1.5070 2.5208 -2.3369  -0.614
H -3.3568 2.7260 -2.5159  0.070
H 6.2304 -1.3017 7.8537  0.088
C -4.0670 -3.4259 0.0664  -0.231
H 2.4251 -7.6449 -6.7067  0.121
N 4.7316 -0.0363 -0.0263  0.174
H -1.4469 2.3002 0.9940  0.056
H 4.3312 -0.6770 -6.8499  0.081
C 5.4283 -0.4029 5.0967  -0.233
H -1.3653 -2.6256 -4.8944  0.139
C 4.5181 -0.7753 3.9442  -0.222
H 2.0622 2.4048 -4.3815  0.122
C -1.0778 2.3434 9.9283  -0.062
N 1.7186 -7.7045 -4.6597  -0.049
C -3.1580 0.5730 8.4304  -0.221
H 0.9419 0.7730 -3.2908  0.068
C -0.4058 -3.8553 3.1541  -0.588
O -5.7373 -1.2922 3.8646  -0.159
H -6.1877 2.8797 -4.2125  0.093
H -2.6428 -6.3295 -5.0836  0.117
O -2.8156 4.0860 0.7026  -0.036
H -0.9786 -5.3672 -1.7251  0.083
H -3.6958 -1.6122 3.7882  0.105
N -4.9718 2.1756 -0.0872  0.164
C -1.9731 -7.1965 -5.4949  -0.079
H 4.2135 -8.3895 -2.6676  0.102
C -0.7838 1.3931 -7.7796  -0.606
H 7.9175 1.5052 1.9718  0.119
O 1.5617 3.1935 -1.2979  -0.044
O -0.6362 -6.6952 -5.6039  -0.275
H -4.1424 2.6771 0.1973  0.034
H -3.1694 1.2244 10.4543  0.104
H -1.6564 9.9222 -0.3895  0.118
H 1.9389 3.6482 0.5500  0.020
N -3.0291 3.3682 -4.8774  0.163
C 1.7537 1.8370 3.9687  -0.147
N 1.6925 -0.7098 -6.5543  0.175
C 6.0998 2.3446 1.8476  -0.649
C -1.6782 4.0244 0.1886  -0.623
H 3.3698 6.2884 -0.5549  0.120
H -5.9272 2.4613 0.0962  0.112
H 1.2597 -0.8720 6.8875  0.101
H 6.3346 0.3267 7.1762  0.059
C 0.3353 7.4091 -3.4294  -0.247
O -2.4107 8.2495 -1.3254  -0.190
H 3.6769 0.3993 -3.0101  0.080
H 2.8634 -3.8479 2.7009  0.104
N 2.4984 5.7489 -0.3802  0.134
C 2.5436 5.5329 0.9964  -0.701
N 3.9454 -0.6747 -5.9409  0.165
C 1.1977 6.1881 -3.7586  -0.228
H 0.1196 -6.8188 -7.5164  0.136
H -0.1153 -2.1954 -1.0924  0.072
H 3.1152 -0.6337 -1.7443  0.046
H -5.8517 -0.7726 -5.1104  0.114
C -4.6817 0.8330 -0.2895  -0.645
H 5.4732 0.1540 0.5980  0.052
O 2.6299 2.9689 3.8243  -0.236
H 2.5536 -5.6311 -1.0292  0.091
H 7.2778 1.7153 0.3861  0.050
N -3.6335 -2.5465 1.0831  -0.048
H -1.4887 0.4832 -5.9667  0.065
N -3.2989 0.5275 -0.2575  0.166
C 1.9426 -8.4642 -0.8265  -0.097
H 5.4232 2.9006 -0.0186  0.073
H -1.7821 -0.7136 -2.5074  0.085
N -0.0462 -4.2592 4.4039  0.185
H -5.6556 -2.1358 1.5337  0.131
H -3.1556 -0.4586 -0.1075  0.052
H 0.3249 -4.5070 -4.4274  0.080
N -0.9665 2.8666 0.2816  0.175
H -1.9116 2.0402 -2.1735  0.065
C -3.0787 9.1323 -2.1798  -0.123
H -1.1251 -1.1342 4.0234  0.040
H 1.3553 -9.2773 -1.2698  0.099
H 1.2486 -4.3233 -2.9335  0.062
H 2.3929 3.7857 5.6922  0.087
H 0.6568 -5.4475 2.1592  0.070
N 0.7354 1.3713 -2.4802  0.177
C -2.4007 -1.5477 7.7860  -0.172
H 1.3358 -2.4113 7.6107  0.100
H -2.3709 9.5428 -2.9447  0.092
H -4.0683 -0.3843 2.6865  0.125
N -2.5427 2.3461 -2.8868  0.188
H 0.0602 4.8725 -6.1300  0.075
H 0.9321 1.9819 4.7380  0.133
C 0.1961 -7.3882 -6.5295  -0.216
H -0.9269 -1.5106 0.2508  0.134
N -1.0973 5.1364 -0.4138  0.185
H 4.9603 -0.0752 8.2849  0.104
H -2.6689 -0.4027 10.4256  0.121
C -5.4401 -0.7513 5.0941  -0.143
H 2.4550 4.9194 -0.9501  0.037
H -4.5640 -4.3241 0.4829  0.133
H -0.0942 5.1781 -0.6461  0.068
H 2.8454 0.5920 5.4613  0.118
H -2.7191 1.0933 0.3476  0.030
H -2.8587 -1.9631 -2.9757  0.109
C -0.1041 9.1009 -1.6576  -0.190
C 0.2370 5.9611 -6.0255  -0.117
C -2.0596 3.0523 -3.9484  -0.619
H -1.9097 -7.8732 -4.6642  0.076
H 3.4401 4.6509 4.6441  0.084
H 0.5780 9.6906 -0.9972  0.115
C -4.5165 -1.3278 3.1131  -0.214
O 1.3567 5.9898 -5.1754  -0.203
C -1.4265 -5.6192 -0.7633  -0.085
C 0.9734 -1.9318 6.6762  -0.112
H -3.7534 -0.4902 -6.1569  0.122
H -0.5095 1.7698 -5.8295  0.058
H -3.6000 9.9627 -1.6756  0.093
O -1.9372 -4.5120 -0.0519  -0.199
C -4.7032 -2.3657 2.0284  -0.205
N 3.6923 0.1179 -2.0116  0.178
H 1.8882 4.0303 2.2353  0.091
H -4.1521 0.0642 8.6334  0.135
H 0.6176 8.2847 -4.1786  0.162
H -2.7909 0.5056 -3.8745  0.037
N 0.3076 2.1869 -8.0948  0.144
H 6.4552 -0.8498 5.1194  0.131
H -6.3345 -0.2828 5.5209  0.097
H 5.1441 -1.0895 3.1011  0.113
C 1.6734 -7.1348 -6.0609  -0.192
H -0.7029 7.0810 -3.6852  0.107
H -3.8696 -1.8874 -5.1713  0.099
H 1.0579 2.3707 -7.4440  0.087
H 2.7144 3.7122 -3.4558  0.106
N -2.3824 -0.0974 7.4304  -0.046
H -0.0382 2.5877 10.0790  0.080
C -5.1267 -0.2315 -4.5339  -0.177
H 4.1045 -0.8350 0.0475  0.070
H 1.8965 -1.3825 -7.2491  0.093
N 5.1803 2.8656 0.9629  0.176
H 2.2607 6.4415 -3.4274  0.139
H -1.0157 8.2614 0.1005  0.140
C -5.9872 1.8371 -3.9404  -0.118
N 2.2931 2.7843 -3.4161  0.177
H -3.8829 8.5808 -2.6776  0.091
H 3.8038 -7.5609 -4.7990  0.116
N 2.0070 4.3057 1.2610  0.178
H -2.9335 -1.7534 8.7559  0.126
H 1.8297 -0.2828 4.2557  0.083
H -3.8917 2.7975 -5.0659  0.094
H 2.1741 -0.3588 1.7646  0.092
H 4.0713 3.1924 5.2931  0.095
C -2.5905 0.5373 9.8820  -0.270
O 5.7700 2.4274 3.0141  0.006
N 2.6365 -4.7835 -0.4195  0.168
H 1.4124 -7.8796 -0.1466  0.043
N 0.0719 -4.6100 2.0875  0.169
H -2.7989 -2.8432 1.5902  0.093
H -0.4377 -4.3835 1.2073  0.081
H 2.9601 -2.9191 1.1906  0.050
C 5.6566 -0.4353 7.4586  -0.091
C -2.9192 -3.8496 -0.7794  -0.234
H 3.0332 -6.2699 -3.8757  0.104
C -3.8094 -0.8282 -5.0917  -0.149
O 2.3689 -5.8922 1.5897  -0.062
H 1.4645 -2.3119 5.8138  0.067
H -5.4932 1.7066 -2.9800  0.055
H -0.0019 -8.4935 -6.4505  0.135
H -1.7061 5.9221 -0.6400  0.087
C -0.9970 -2.1378 7.9051  -0.196
H -5.2162 -0.4492 -3.4803  0.112
O 4.8090 -0.7098 6.3230  -0.223
H -4.9408 -1.5386 5.7504  0.102
N -0.7401 1.0020 -6.4339  0.123
N 0.5622 7.8250 -2.0482  -0.057
C -0.9105 -2.0745 -4.0214  -0.160
H -0.3926 -3.7363 5.1730  0.063
C 3.1862 -8.1818 -2.8339  -0.240
C 3.0344 -7.3243 -4.0628  -0.203
H 1.0856 -7.1531 -4.1100  0.076
C 2.5286 0.5248 4.3867  -0.195
H 1.4108 1.6795 2.9552  0.094
N -2.5674 -0.3181 -4.3821  -0.044
O -0.9344 -2.7505 2.9343  -0.027
O 3.0390 6.2947 1.7573  0.071
O -1.7472 1.2516 -8.5457  0.015
H -2.4826 -2.9046 -1.1726  0.099
H -4.8027 -2.9354 -0.5207  0.113
H 5.5656 0.7097 5.0066  0.123
H 4.2066 0.9753 3.1246  0.076
H 0.4497 6.3720 -6.9791  0.070
O -0.3337 -3.0380 -3.0804  -0.210
C 2.6573 -4.8471 0.9715  -0.651
H -4.6621 -0.0029 4.9511  0.052
H -0.4727 -1.5284 8.6227  0.117
H 4.4338 3.4550 1.3396  0.097
N 3.0430 -3.7797 1.7108  0.180
H 1.5268 -3.1557 -4.1976  0.114
H 0.4844 0.8875 -1.6271  0.083
C 0.6903 -3.7661 -3.6847  -0.134
H -2.9124 2.3546 3.2642  0.105
C -1.3628 8.9290 -0.7592  -0.274
N -0.0005 -1.6370 -0.2635  0.211
H 0.1544 -5.2064 4.6278  0.100
H -3.2203 -4.4499 -1.6054  0.117
O -5.1835 1.1784 -4.9005  -0.224
H -0.2311 -1.3561 -4.4471  0.085
H -0.6013 6.5361 -5.6960  0.068
H -1.4532 0.2319 7.4644  0.084
H -2.6860 3.9298 -5.6493  0.101
O 2.3910 -7.6096 -1.8381  -0.218
N 1.2679 -0.5874 1.3111  0.204
H -3.0547 1.6693 4.9192  0.114
H -0.3689 9.7515 -2.5490  0.115
O -1.4448 0.7537 2.2717  -0.031
H -6.9668 1.2532 -3.8291  0.115
H 1.8903 -6.0564 -6.0976  0.105
H 2.8786 -3.8705 -0.8589  0.089
H -2.9920 -2.0348 7.0600  0.084
O -1.2827 0.9031 10.0567  -0.184
C 2.6320 -0.3493 -5.6530  -0.662
O -0.8976 3.3236 -4.2881  -0.015

## ii
This record from the Open Molecules 2025 dataset describes a cluster of 19 separate species, C49H142N32O25 in total. The level of theory is the ωB97M-V functional and the def2-TZVPD basis.

Results
* LUMO: 0.0011 hartree
* total charge: 0

Last column: Löwdin charge in e.
Element x y z (Å)
H 0.7174 -30.1009 25.4411  0.077
O -1.5142 -30.5488 18.8150  0.027
H -8.4162 -20.7204 14.1714  0.082
O -0.4013 -21.8721 22.9586  0.014
O 0.3566 -25.3101 18.6523  -0.010
H 6.3678 -28.4807 23.5876  0.073
H 4.0306 -30.5488 28.3630  0.068
H -2.7515 -21.1937 23.6840  0.060
H 7.6649 -22.9239 20.5507  0.093
C 3.1188 -27.8685 20.5656  -0.668
H 0.3305 -24.3520 22.8346  0.083
C -6.8011 -32.1305 25.1209  -0.267
H -2.1623 -31.8476 22.5105  0.095
N 6.8882 -29.1683 28.2094  0.177
H -1.6492 -27.8894 26.8301  0.098
N -3.1978 -23.0582 21.7601  0.160
H 1.8028 -23.9655 22.2613  0.085
N -5.6736 -24.6717 21.9114  0.185
H 6.9230 -21.3569 20.2252  0.087
C 2.3097 -26.8718 25.0373  -0.188
H -2.8522 -31.1204 30.3953  0.069
H -4.0924 -27.9099 23.5666  0.069
H 5.7873 -28.5004 25.2114  0.023
N 0.4971 -23.7627 31.4414  0.123
H 1.0611 -32.6948 27.8532  0.139
O -0.3139 -31.7710 24.0645  0.001
H -10.8883 -34.1032 25.8471  0.104
H 5.3571 -20.8808 24.6120  0.108
H 2.5351 -25.8220 25.0491  0.113
O 5.2264 -29.2879 26.7802  0.002
H 2.6103 -21.6840 22.1923  0.066
C -3.9282 -21.8487 21.9739  -0.554
C 7.1054 -25.9040 29.5178  -0.224
H -0.3675 -26.7541 26.6994  0.072
H -5.8527 -31.5969 35.5363  0.098
C -7.7673 -20.8424 15.0240  -0.088
H -0.8983 -27.3997 31.6816  0.065
C -3.7385 -23.0291 18.0934  -0.180
C -3.3393 -30.4093 27.9697  -0.207
N 6.2975 -28.0494 24.4718  0.161
H 0.4257 -26.9765 21.3930  0.095
H -6.7768 -31.5340 34.0540  0.082
H -4.1275 -31.0307 27.4887  0.131
C -2.3672 -30.2403 25.9225  -0.153
H -6.3805 -30.4869 22.3409  0.075
H -9.2179 -33.1132 24.4242  0.096
C -3.6124 -25.1866 19.1519  -0.134
N -9.0121 -33.1537 25.4023  -0.023
H -5.1958 -30.8103 23.4352  0.065
H 4.2922 -26.5323 19.5445  0.063
C -7.5590 -33.3358 25.5125  -0.234
C -1.5614 -26.5063 21.9779  -0.230
H -3.8886 -27.1206 26.9349  0.104
H 9.5298 -25.4517 31.9160  0.125
H -9.8301 -34.2998 27.0896  0.102
H -0.4136 -28.2191 22.3231  0.127
H -0.2779 -22.3127 19.3957  0.101
H -7.2178 -33.5970 26.5210  0.130
H -8.3096 -21.9957 17.1123  0.106
H 9.9207 -25.9008 30.2181  0.121
H -3.0137 -28.9766 29.5828  0.109
H -1.4283 -30.6666 26.2907  0.057
H 7.5704 -26.8351 29.8729  0.104
H 1.7374 -29.0260 26.4021  0.074
H 7.3947 -29.5539 28.9903  0.111
H 8.4737 -23.2807 31.1472  0.115
H -3.9158 -29.4430 31.8594  0.111
N 4.0405 -28.0802 21.4883  0.170
C -9.5157 -35.7095 25.4935  -0.262
H 2.3458 -27.2022 23.0103  0.090
C -1.7673 -29.3883 18.5922  -0.642
H 6.9056 -25.0287 31.3679  0.115
H -1.2179 -24.3535 28.5359  0.045
H 0.9881 -30.5796 21.5032  0.071
H 3.2510 -23.7855 28.7003  0.075
H -0.0832 -28.5442 19.2313  0.082
C -0.0002 -24.1626 18.4224  -0.708
H -1.2411 -27.3718 18.6586  0.064
H -5.7136 -21.8362 16.5258  0.090
N 5.8467 -26.0890 25.7560  0.192
C -9.8244 -34.2417 26.0077  -0.169
H -8.4880 -36.0551 25.7859  0.119
H 4.6521 -24.2627 24.5240  0.088
N 0.3514 -28.7889 29.9417  0.196
H 12.4556 -25.5586 30.4726  0.091
H -3.6503 -25.7548 18.1864  0.093
H -3.4756 -23.4250 20.8616  0.051
C 4.6453 -23.1566 24.5585  -0.199
C -0.1373 -24.4420 30.2905  -0.590
C -2.1804 -25.9802 26.9416  -0.676
C -4.4751 -21.7235 18.0971  -0.182
H -4.5114 -21.3407 19.1179  0.093
H 5.1174 -30.4560 29.6571  0.111
C 8.6048 -24.1395 30.4982  -0.186
C 3.6069 -22.8007 25.6765  -0.219
N 5.0036 -30.4637 28.6586  0.193
O -6.9652 -31.9114 23.7359  -0.175
C 5.6722 -29.6286 27.8570  -0.708
H 0.7405 -29.4140 29.2356  0.070
H 3.2376 -27.4585 25.0892  0.117
C -6.2728 -30.6810 23.3796  -0.078
O 3.7694 -23.5974 26.8084  -0.199
H -5.7048 -32.1695 25.4074  0.131
O -0.7976 -30.5070 31.0346  0.002
H -4.8155 -32.4183 32.3473  0.124
H 3.5400 -27.5532 31.4841  0.101
N 7.2957 -24.8245 30.4510  -0.064
H 1.6094 -30.8231 23.1247  0.088
C 6.2974 -21.3826 24.3014  -0.179
H -8.3858 -37.3637 23.7893  0.094
O -6.9069 -26.5032 22.3612  0.021
H 7.4433 -28.9128 27.4302  0.100
H 2.8170 -27.0189 18.8036  0.100
H -3.8752 -20.0947 23.1891  0.089
O -4.7745 -31.0475 33.9021  -0.172
H 0.5236 -24.3488 32.2476  0.069
N 3.3304 -26.7525 19.6545  0.145
H 0.3616 -32.2883 26.2572  0.073
H 0.3375 -22.7963 31.6103  0.057
C 12.0677 -25.0650 31.3778  -0.142
O 5.1000 -26.4804 30.6138  -0.170
H 5.4907 -27.0169 28.6779  0.080
H 5.8991 -26.6522 26.6089  0.076
H 3.6838 -21.7476 25.9967  0.120
H -4.5756 -25.5679 24.2836  0.072
H 1.8925 -23.5610 27.6178  0.078
H -2.5500 -25.0238 19.3309  0.063
H -8.9668 -20.6775 18.0619  0.135
H -3.7196 -29.7668 18.0957  0.090
H -5.7023 -32.8456 34.3073  0.078
C -8.1436 -20.9506 17.3471  -0.222
H 0.3081 -23.5951 20.3685  0.039
C -0.2243 -27.1144 22.2421  -0.209
C -4.4490 -30.3590 31.5231  -0.175
H -5.5502 -30.2083 31.3756  0.129
H -2.4558 -31.0397 28.2132  0.129
N -1.2965 -31.6696 22.0719  0.203
H -3.2656 -31.6468 32.6232  0.115
N -0.3788 -23.8235 17.1603  0.149
C -4.3448 -31.4592 32.6162  -0.209
H 1.6292 -26.7709 28.2839  0.068
H -10.2402 -36.4830 25.8865  0.129
H -4.9155 -24.1738 22.3227  0.041
N 1.6672 -21.3477 22.3418  0.155
C -6.7379 -20.7004 17.8362  -0.235
C 0.6716 -22.3212 22.5806  -0.582
H -6.7341 -20.4872 14.9579  0.079
N 0.8383 -23.6988 22.2223  0.141
C 6.1228 -21.1486 22.8233  -0.249
N -5.8621 -21.7859 17.5262  -0.043
H -1.3188 -31.3940 21.0977  0.088
H 5.1237 -21.4299 22.5006  0.085
H -4.0309 -25.7257 19.9963  0.075
H -6.8834 -20.5638 18.9134  0.125
H -3.8736 -21.0313 17.5063  0.116
H -1.4909 -25.4256 21.8757  0.097
N -0.7813 -23.7530 29.2772  0.163
O -2.4593 -26.7955 23.0374  -0.179
N 0.7403 -32.0044 27.1455  0.172
H 7.5180 -25.6835 28.5230  0.124
H -0.9029 -22.7681 29.2489  0.085
H 5.8858 -22.7627 20.5600  0.083
H 6.6254 -23.4193 24.1292  0.078
N -3.6467 -21.0927 23.2081  0.128
C -0.4783 -29.3306 30.8775  -0.636
C 3.8208 -27.0630 30.5211  -0.104
H -4.1962 -27.3628 21.9214  0.080
H 4.8790 -27.5266 21.6023  0.104
H 1.6189 -20.5297 22.9143  0.095
H 3.7013 -28.6987 22.2473  0.126
H -0.9266 -22.9558 17.0992  0.094
H -0.7301 -24.6455 16.6496  0.121
H -2.6955 -22.8481 18.4411  0.092
O 2.0701 -30.6665 28.2983  -0.036
H -1.6513 -28.7226 32.4079  0.075
O 1.6323 -27.1614 26.2397  -0.243
O -4.3351 -23.9869 19.0579  -0.217
N -5.5155 -25.8745 24.0608  0.130
H 3.0157 -26.3299 30.4278  0.081
O -8.4510 -20.1915 16.1493  -0.207
H -2.9044 -31.0493 25.4217  0.084
C 1.5933 -27.3490 23.7742  -0.176
H 1.3281 -28.4188 23.8986  0.108
H -1.9200 -26.8424 21.0109  0.091
H -4.0261 -25.4487 27.3784  0.126
C 2.9080 -23.2267 27.8457  -0.132
H 11.8466 -25.7873 32.1764  0.087
H -9.4831 -36.8731 22.4632  0.084
C -0.2555 -31.5036 22.8837  -0.684
H 8.8663 -23.7219 29.5253  0.116
H -4.6958 -29.2662 29.1427  0.122
H 2.7872 -22.1695 28.1757  0.106
H 4.1860 -22.8510 23.5873  0.091
H 0.4865 -27.8115 29.9997  0.038
H -7.2821 -31.2892 25.6534  0.127
H -7.2224 -34.1758 24.9680  0.099
O 7.0269 -22.0479 22.2235  -0.191
O -4.8860 -21.5755 21.2822  0.025
O -9.6760 -35.7245 24.1296  -0.202
C 6.8272 -22.2677 20.8387  -0.108
C -9.3986 -36.9773 23.5398  -0.113
H 2.6141 -22.9712 25.2070  0.120
C 9.7746 -25.0480 30.9109  -0.217
H -3.6070 -23.5561 17.1245  0.125
H 5.7799 -25.1067 25.8578  0.059
H 12.8591 -24.4514 31.7808  0.079
C 2.2539 -26.6300 27.4149  -0.051
H -3.3441 -28.0713 18.0451  0.067
N -1.3385 -26.9382 26.5788  0.216
N -3.8036 -30.8263 30.2615  -0.064
C 1.3613 -30.8166 27.2956  -0.666
O 6.4660 -25.9093 23.6013  -0.014
H -5.6877 -26.8168 24.3426  0.058
O 10.9759 -24.2578 31.0422  -0.193
H -6.1335 -24.2486 21.1330  0.107
H 2.3435 -25.5561 27.4130  0.056
N -0.8517 -28.4011 31.8825  0.137
C -6.0843 -25.7001 22.7323  -0.630
N -3.4456 -26.2355 27.1356  0.207
H -6.5712 -29.8696 24.0342  0.085
O 2.0859 -28.5030 20.4840  0.011
N -1.0270 -28.2891 18.9838  0.179
C -3.4864 -27.6999 22.6888  -0.111
N 1.2359 -29.9035 26.3018  0.207
H -3.0222 -28.6192 22.3017  0.089
H -0.2761 -26.6418 24.2438  0.101
O -1.7321 -24.8193 27.0911  -0.040
C -5.7922 -31.7764 34.4423  -0.164
O -0.0689 -25.6440 30.3246  -0.003
H 3.2502 -27.0502 27.6008  0.083
H -2.0957 -29.6571 25.0363  0.084
N 0.3863 -26.5706 23.4597  -0.027
H -10.1058 -37.7666 23.8423  0.086
N 0.0458 -23.2678 19.4507  0.173
H -2.2551 -23.1354 22.0692  0.049
H 6.3185 -20.0804 22.5950  0.135
H 3.7927 -27.9105 29.7913  0.086
H -7.6464 -21.9113 15.2316  0.075
C 5.6054 -26.1539 29.3695  -0.268
H -6.4617 -19.7357 17.3687  0.130
H 7.1313 -20.8234 24.7250  0.118
N 6.0784 -22.8043 24.7148  -0.018
H 5.0851 -25.2637 28.9207  0.130
N -3.0419 -29.0342 18.1182  0.141
C -3.7272 -29.7553 29.3040  -0.225
C 6.2379 -26.6496 24.5644  -0.624
O -3.0490 -29.5447 26.9055  -0.212
N 0.8999 -30.9124 22.4333  0.180

Q: What are the energies relative to the best structure? A: i 0.000; ii 0.397, in eV.